[1]
{
  "formula": "C4H19NO6V",
  "method": "wB97M-V/def2-TZVPD",
  "s2": 3.753,
  "spin_multiplicity": 4,
  "e_lumo_ev": [0.21, 0.19],
  "orbital_gap_ev": [5.75, 8.01],
  "de_lowest_kj_mol": 0.00,
  "e_homo_ha": [-0.20370, -0.28750],
  "elements": ["V", "O", "H", "O", "H", "C", "C", "C", "O", "C", "N", "H", "H", "H", "H", "H", "H", "H", "H", "H", "H", "H", "O", "H", "H", "O", "H", "H", "O", "H", "H"],
  "positions_angstrom": [[0.360, -1.151, 1.427], [2.267, -1.640, 0.833], [2.995, -2.114, 0.473], [-1.629, -0.606, 1.699], [-2.193, -0.345, 0.982], [-0.502, 3.369, -1.680], [-0.747, 1.881, -1.674], [0.150, 1.212, -0.646], [0.057, -0.206, -0.628], [0.407, -0.858, -1.817], [-2.152, 1.553, -1.365], [-1.098, 3.900, -2.428], [0.536, 3.677, -1.814], [-0.836, 3.826, -0.741], [-0.506, 1.435, -2.650], [-0.201, 1.518, 0.347], [1.196, 1.525, -0.732], [0.106, -1.899, -1.716], [1.495, -0.919, -1.964], [0.018, -0.422, -2.737], [-2.735, 1.647, -2.187], [-2.150, 0.568, -1.104], [0.597, -2.383, 3.213], [1.245, -2.408, 3.924], [-0.063, -3.051, 3.433], [1.266, 0.490, 2.631], [1.749, 0.528, 3.462], [1.605, 1.227, 2.108], [-0.319, -3.125, 0.631], [-1.207, -3.411, 0.380], [0.287, -3.818, 0.340]],
  "nbo_charge": [1.253, -1.254, 0.453, -1.208, 0.428, -0.620, -0.083, -0.075, -0.542, -0.253, -0.832, 0.215, 0.210, 0.218, 0.165, 0.214, 0.179, 0.198, 0.190, 0.171, 0.355, 0.362, -0.901, 0.494, 0.498, -0.903, 0.494, 0.494, -0.915, 0.497, 0.498]
}

***

[2]
{
  "formula": "C4H2",
  "method": "wB97M-V/def2-TZVPD",
  "e_lumo_ev": [-0.66, -0.66],
  "orbital_gap_ev": [8.86, 8.86],
  "de_lowest_kj_mol": 404.23,
  "e_homo_ha": [-0.35002, -0.35002],
  "elements": ["C", "C", "C", "C", "H", "H"],
  "positions_angstrom": [[0.126, -0.153, -0.152], [1.177, 0.054, 0.496], [-1.046, -0.310, -0.780], [-2.209, -0.385, -1.255], [2.122, 0.127, 1.017], [-0.170, 0.667, 0.675]],
  "mulliken_charge": [0.720, -0.274, -0.436, -0.678, 0.384, 0.284]
}

***

[3]
{
  "formula": "C4H20AlBN2OP",
  "method": "wB97M-V/def2-TZVPD",
  "s2": 0.753,
  "spin_multiplicity": 2,
  "e_lumo_ev": [-8.03, -8.79],
  "orbital_gap_ev": [6.55, 8.27],
  "de_lowest_kj_mol": 0.00,
  "total_charge": 2,
  "e_homo_ha": [-0.53615, -0.62692],
  "elements": ["Al", "H", "H", "P", "C", "H", "H", "H", "C", "H", "H", "H", "C", "H", "H", "H", "C", "O", "H", "H", "H", "H", "B", "N", "H", "H", "N", "H", "H", "H"],
  "positions_angstrom": [[-1.166, -1.000, -0.204], [-2.024, 3.841, -0.375], [-0.293, -0.560, 1.543], [0.840, -0.131, -1.106], [0.459, 0.766, -2.709], [1.428, 0.904, -3.245], [-0.250, 0.164, -3.322], [-0.006, 1.751, -2.469], [1.993, 1.010, -0.348], [2.578, 0.505, 0.420], [2.673, 1.356, -1.132], [1.482, 1.867, 0.090], [1.868, -1.481, -1.728], [1.288, -2.188, -2.328], [2.659, -1.060, -2.357], [2.312, -2.024, -0.892], [-0.357, -2.855, 0.162], [0.194, -3.788, 0.602], [-0.419, -0.667, 3.253], [1.060, -0.463, 2.509], [0.885, 1.898, 2.283], [-1.001, 1.648, 3.195], [-0.013, 1.336, 2.706], [0.104, -0.158, 2.542], [-1.679, 3.961, 0.239], [-1.978, -0.391, -1.442], [-2.925, -1.063, 0.871], [-2.970, -1.811, 1.592], [-3.773, -1.180, 0.319], [-2.966, -0.185, 1.330]],
  "nbo_charge": [0.856, 0.014, 0.258, 0.894, -0.899, 0.265, 0.271, 0.263, -0.958, 0.248, 0.286, 0.259, -0.951, 0.270, 0.278, 0.250, 0.426, -0.336, 0.451, 0.448, -0.058, -0.053, 0.621, -0.999, -0.013, -0.297, -1.085, 0.426, 0.450, 0.414]
}

***

[4]
{
  "formula": "C4H20HgO7",
  "method": "wB97M-V/def2-TZVPD",
  "e_lumo_ev": 0.18,
  "orbital_gap_ev": 7.81,
  "de_lowest_kj_mol": 13.15,
  "e_homo_ha": -0.28039,
  "elements": ["Hg", "C", "C", "O", "H", "H", "H", "H", "H", "C", "C", "O", "H", "H", "H", "H", "H", "O", "H", "H", "O", "H", "H", "O", "H", "H", "O", "H", "H", "O", "H", "H"],
  "positions_angstrom": [[0.265, 0.350, -0.478], [2.463, -1.690, 1.899], [2.759, -1.737, 0.410], [1.726, -1.390, -0.450], [1.545, -2.249, 2.134], [2.184, -0.664, 2.156], [3.240, -2.131, 2.522], [3.166, -2.714, 0.118], [3.559, -0.991, 0.252], [-3.563, 0.860, -0.558], [-2.598, 1.663, 0.313], [-1.385, 1.880, -0.311], [-3.726, 1.315, -1.533], [-4.540, 0.660, -0.099], [-3.194, -0.163, -0.691], [-2.428, 1.093, 1.245], [-3.130, 2.567, 0.643], [2.281, 1.561, 0.254], [2.662, 1.583, 1.140], [3.035, 1.589, -0.344], [-1.268, -1.619, 0.115], [-2.229, -1.599, 0.220], [-0.998, -2.500, 0.406], [1.025, 1.785, -2.294], [0.462, 2.452, -2.707], [1.816, 1.744, -2.843], [-0.033, 0.448, 1.986], [0.111, -0.382, 2.459], [-0.800, 0.852, 2.411], [-0.646, -0.614, -2.530], [-0.969, -1.511, -2.378], [-0.791, -0.447, -3.467]],
  "nbo_charge": [1.611, -0.638, -0.035, -0.993, 0.177, 0.188, 0.208, 0.141, 0.106, -0.619, -0.033, -0.980, 0.207, 0.190, 0.165, 0.088, 0.139, -0.951, 0.488, 0.482, -0.961, 0.481, 0.490, -0.962, 0.497, 0.482, -0.959, 0.484, 0.490, -0.959, 0.492, 0.483]
}

***

[5]
{
  "formula": "C4H20NO6",
  "method": "wB97M-V/def2-TZVPD",
  "e_lumo_ev": -3.86,
  "orbital_gap_ev": 9.73,
  "de_lowest_kj_mol": 131.46,
  "total_charge": 1,
  "e_homo_ha": -0.49961,
  "elements": ["C", "C", "C", "N", "C", "H", "H", "H", "H", "H", "H", "H", "H", "H", "H", "O", "H", "H", "O", "H", "H", "O", "H", "H", "O", "H", "H", "O", "H", "H", "O"],
  "positions_angstrom": [[0.559, -1.656, 2.530], [0.337, -1.860, 1.067], [0.714, -0.961, 0.162], [0.362, -1.131, -1.213], [0.683, -2.140, -1.873], [1.403, -0.978, 2.693], [-0.286, -1.117, 2.936], [0.739, -2.526, 3.148], [-0.156, -2.766, 0.705], [1.163, 0.004, 0.409], [-0.187, -0.383, -1.692], [0.407, -2.247, -2.907], [1.453, -2.803, -1.498], [0.780, 2.843, 0.422], [-0.163, 2.895, -0.778], [-0.040, 2.501, 0.072], [-2.476, 1.876, 1.663], [-3.788, 2.389, 2.286], [-3.342, 1.603, 1.978], [3.291, 3.265, -0.073], [3.332, 1.799, 0.271], [2.777, 2.437, -0.120], [-2.476, -0.246, -3.178], [-2.792, -0.113, -1.686], [-2.055, -0.353, -2.299], [3.374, 0.182, -1.685], [4.422, -0.131, -0.589], [3.505, -0.252, -0.857], [-3.766, -0.857, -0.059], [-3.938, 0.663, 0.495], [-3.835, 0.064, -0.326]],
  "nbo_charge": [-0.661, -0.111, -0.087, -0.391, 0.099, 0.227, 0.246, 0.245, 0.212, 0.254, 0.487, 0.223, 0.225, 0.494, 0.474, -0.970, 0.493, 0.491, -0.958, 0.483, 0.479, -0.958, 0.488, 0.519, -1.020, 0.482, 0.487, -0.962, 0.480, 0.530, -1.002]
}

***

[6]
{
  "formula": "C4H20O6",
  "method": "wB97M-V/def2-TZVPD",
  "e_lumo_ev": 0.25,
  "orbital_gap_ev": 10.06,
  "de_lowest_kj_mol": 128.27,
  "e_homo_ha": -0.36035,
  "elements": ["C", "O", "H", "H", "H", "H", "C", "O", "H", "H", "H", "H", "C", "O", "H", "H", "H", "H", "C", "O", "H", "H", "H", "H", "O", "H", "H", "O", "H", "H"],
  "positions_angstrom": [[-1.185, 3.496, 1.423], [-0.869, 3.831, 2.765], [-0.591, 4.068, 0.707], [-0.969, 2.438, 1.239], [-2.251, 3.639, 1.279], [-0.032, 3.416, 2.982], [-0.038, -3.911, -0.153], [0.813, -3.169, 0.711], [0.021, -4.972, 0.096], [-1.079, -3.595, -0.055], [0.274, -3.821, -1.200], [0.415, -2.294, 0.828], [2.988, 1.002, -2.022], [2.701, -0.065, -1.138], [2.113, 1.254, -2.621], [3.307, 1.874, -1.448], [3.817, 0.755, -2.691], [3.153, -0.859, -1.427], [-2.014, -0.779, -2.332], [-2.073, 0.165, -1.294], [-2.385, -1.765, -2.035], [-2.618, -0.440, -3.178], [-1.002, -0.888, -2.750], [-1.396, -0.078, -0.645], [-0.435, 0.554, 3.198], [-1.328, 0.203, 3.287], [-0.111, 0.639, 4.100], [-0.022, -0.439, 0.610], [-0.051, -0.065, 1.507], [0.846, -0.197, 0.255]],
  "nbo_charge": [-0.247, -0.725, 0.160, 0.166, 0.184, 0.462, -0.247, -0.753, 0.172, 0.164, 0.155, 0.491, -0.247, -0.748, 0.173, 0.175, 0.170, 0.481, -0.245, -0.746, 0.154, 0.174, 0.153, 0.494, -0.960, 0.488, 0.490, -0.998, 0.507, 0.506]
}

***

[7]
{
  "formula": "C4H20O8",
  "method": "wB97M-V/def2-TZVPD",
  "e_lumo_ev": -0.05,
  "orbital_gap_ev": 9.34,
  "de_lowest_kj_mol": 220.72,
  "e_homo_ha": -0.34497,
  "elements": ["O", "C", "C", "O", "H", "H", "H", "H", "H", "H", "O", "C", "C", "O", "H", "H", "H", "H", "H", "H", "O", "H", "H", "O", "H", "H", "O", "H", "H", "O", "H", "H"],
  "positions_angstrom": [[0.869, -2.893, -1.183], [0.803, -1.532, -1.124], [-0.511, -1.066, -1.788], [-0.678, 0.309, -1.740], [0.166, -3.281, -0.625], [0.768, -1.163, -0.126], [1.689, -1.171, -1.582], [-1.377, -1.451, -1.331], [-0.435, -1.339, -2.871], [-1.171, 0.535, -0.978], [3.533, 2.239, -0.804], [2.351, 2.006, -0.152], [2.530, 1.049, 0.995], [1.311, 0.626, 1.543], [3.434, 2.993, -1.401], [2.038, 2.932, 0.289], [1.699, 1.741, -0.943], [3.213, 1.311, 1.809], [2.995, 0.111, 0.637], [1.491, -0.009, 2.273], [-2.676, -1.138, 1.203], [-3.283, -0.928, 1.873], [-3.182, -1.050, 0.390], [-1.437, 1.077, 0.791], [-0.516, 1.182, 1.008], [-1.642, 0.175, 1.050], [-3.241, 2.409, -1.146], [-2.603, 3.090, -1.323], [-2.880, 2.065, -0.349], [-0.836, -2.949, 2.223], [-0.895, -3.545, 1.496], [-1.526, -2.335, 1.884]],
  "nbo_charge": [-0.704, -0.085, -0.073, -0.741, 0.453, 0.156, 0.179, 0.133, 0.173, 0.483, -0.715, -0.088, -0.073, -0.753, 0.475, 0.150, 0.190, 0.173, 0.161, 0.491, -0.946, 0.495, 0.503, -1.005, 0.506, 0.485, -0.944, 0.463, 0.477, -0.945, 0.449, 0.478]
}

***

[8]
{
  "formula": "C4H21N2O8",
  "method": "wB97M-V/def2-TZVPD",
  "e_lumo_ev": 2.91,
  "orbital_gap_ev": 8.14,
  "de_lowest_kj_mol": 247.26,
  "total_charge": -1,
  "e_homo_ha": -0.19252,
  "elements": ["O", "C", "N", "C", "C", "N", "C", "O", "H", "H", "H", "H", "H", "H", "H", "H", "H", "H", "H", "O", "H", "H", "O", "H", "H", "O", "H", "H", "O", "H", "H", "O", "H", "H", "O"],
  "positions_angstrom": [[-2.520, -0.464, 0.449], [-1.468, -0.088, -0.053], [-1.395, 1.181, -0.551], [-0.226, 1.870, -1.066], [-0.227, -1.009, -0.035], [0.765, -0.523, 0.875], [2.219, -1.037, 0.488], [2.572, -0.915, -0.795], [-2.129, 1.837, -0.332], [-0.101, 2.882, -0.713], [-0.256, 1.822, -2.154], [0.698, 1.385, -0.781], [-0.707, -1.894, 0.449], [0.006, -1.289, -1.065], [0.843, 0.479, 0.729], [2.163, -2.106, 0.851], [2.886, -0.456, 1.120], [-0.657, 1.977, 2.061], [0.896, 1.865, 2.021], [0.167, 2.410, 2.302], [-1.877, 0.309, 3.293], [-2.656, 0.607, 1.975], [-2.588, 0.852, 2.915], [2.989, 1.397, -2.287], [3.070, 0.578, -1.002], [3.127, 1.540, -1.339], [-2.142, -1.210, -2.471], [-1.284, -2.440, -2.733], [-2.134, -2.043, -2.956], [-0.980, -1.762, 3.164], [0.203, -0.818, 2.567], [-0.398, -1.006, 3.338], [0.938, -1.439, -3.578], [1.625, -0.787, -2.394], [1.728, -0.912, -3.370]],
  "nbo_charge": [-0.667, 0.677, -0.624, -0.443, -0.324, -0.706, 0.141, -0.919, 0.399, 0.219, 0.196, 0.236, 0.213, 0.189, 0.342, 0.102, 0.123, 0.483, 0.465, -0.948, 0.498, 0.480, -1.003, 0.457, 0.500, -1.030, 0.474, 0.466, -0.936, 0.469, 0.510, -1.013, 0.442, 0.504, -0.973]
}

***

> Number 3 is which compound?

C4H20AlBN2OP